Molecular formula: C4H12
Method: DFT, the ωB97M-V functional and the def2-TZVPD basis

## Properties
Orbital gap: 12.780 eV
Structure (SMILES): CC.CC

ORCA input file:
```
! wB97M-V def2-TZVPD RIJCOSX def2/J DEFGRID3
* xyz 0 1
C -1.691 1.398 -0.879
C -0.461 2.189 -1.321
H -2.157 0.796 -1.652
H -1.443 0.698 -0.089
H -2.431 2.092 -0.479
H -0.281 3.009 -0.636
H -0.578 2.591 -2.323
H 0.440 1.573 -1.361
C 1.840 -1.922 1.137
C 0.350 -1.665 1.044
H 2.086 -2.960 0.908
H 2.385 -1.368 0.369
H 2.225 -1.728 2.145
H 0.046 -0.734 1.540
H -0.255 -2.409 1.560
H -0.075 -1.560 0.038
*
```

Molecular formula: C4H7NO2
Method: DFT, the ωB97M-V functional and the def2-TZVPD basis

## Properties
Orbital gap: 10.363 eV
Structure (SMILES): CC(=O)C[C@@H]1NO1

ORCA input file:
```
! wB97M-V def2-TZVPD RIJCOSX def2/J DEFGRID3
* xyz 0 1
C 1.026 0.913 -0.850
C -0.312 0.492 -0.533
O -1.108 0.277 -1.448
C -0.718 -0.018 0.750
C -1.055 -1.822 0.520
N -1.649 -2.276 -0.694
O -2.371 -2.236 0.611
H 0.909 1.951 -1.116
H 1.724 0.927 0.065
H 1.419 0.328 -1.758
H -0.066 0.147 1.487
H -1.787 0.116 1.000
H -0.325 -2.380 1.114
H -1.803 -1.358 -1.227
*
```

Molecular formula: C32H26ClF6N3O6PS2Ti
Method: DFT, the ωB97M-V functional and the def2-TZVPD basis

## Properties
Orbital gap (alpha / beta): 6.055 / 7.673 eV

ORCA input file:
```
! wB97M-V def2-TZVPD RIJCOSX def2/J DEFGRID3
* xyz 1 3
Ti 0.011 0.565 -0.274
Cl 2.670 -0.021 -0.377
C 2.828 -1.393 -1.481
C 3.997 -1.459 -2.215
C 4.194 -2.553 -3.043
C 3.240 -3.559 -3.114
C 2.076 -3.463 -2.370
C 1.838 -2.363 -1.547
P 0.285 -2.199 -0.617
C -1.044 -2.347 -1.835
C -0.796 -2.039 -3.138
C -1.860 -1.401 -3.970
C -3.237 -1.791 -3.515
C -3.455 -2.231 -2.252
C -2.377 -2.409 -1.355
C 0.283 -3.686 0.423
C -0.579 -4.756 0.199
C -0.510 -5.880 1.011
C 0.418 -5.945 2.038
C 1.289 -4.885 2.258
C 1.218 -3.758 1.457
H 4.737 -0.675 -2.137
H 5.101 -2.619 -3.628
H 3.403 -4.417 -3.752
H 1.328 -4.245 -2.431
H 0.213 -2.002 -3.524
H -1.724 -1.639 -5.027
H -4.059 -1.608 -4.194
H -4.463 -2.415 -1.904
H -2.576 -2.607 -0.309
H -1.298 -4.717 -0.609
H -1.182 -6.709 0.834
H 0.470 -6.826 2.665
H 2.024 -4.940 3.050
H 1.912 -2.939 1.621
F -4.087 2.682 1.185
C -3.436 2.604 0.032
F -2.231 3.167 0.198
F -4.096 3.295 -0.893
S -3.362 0.780 -0.546
O -1.817 0.579 -0.199
O -4.134 0.076 0.461
N -1.788 0.082 -3.841
S -0.692 0.942 -3.315
O 0.235 0.316 -2.279
O -1.086 2.264 -2.903
C 0.596 1.242 -4.602
F 1.103 0.069 -5.008
F 1.598 1.984 -4.114
F 0.071 1.865 -5.646
O 0.579 6.810 2.632
C 0.677 6.674 1.234
C 0.693 5.215 0.881
C 0.870 4.816 -0.437
C 0.844 3.472 -0.738
N 0.664 2.536 0.204
C 0.508 2.910 1.487
C 0.515 4.241 1.856
C 0.315 1.800 2.452
C 0.217 2.001 3.816
C 0.028 0.911 4.656
C -0.059 1.107 6.151
O -0.434 2.414 6.515
C -0.057 -0.351 4.086
C 0.047 -0.476 2.716
N 0.235 0.570 1.909
H 0.524 7.743 2.860
H 1.590 7.137 0.843
H -0.175 7.136 0.722
H 1.013 5.538 -1.230
H 0.944 3.118 -1.755
H 0.374 4.545 2.881
H 0.274 2.990 4.247
H 0.936 0.944 6.572
H -0.718 0.350 6.584
H -1.391 2.503 6.456
H -0.217 -1.233 4.693
H -0.041 -1.442 2.238
*
```

Molecular formula: C5H5N3
Method: DFT, the ωB97M-V functional and the def2-TZVPD basis

## Properties
Orbital gap: 11.208 eV
Structure (SMILES): N#CC(C#N)[C@H]1CN1

ORCA input file:
```
! wB97M-V def2-TZVPD RIJCOSX def2/J DEFGRID3
* xyz 0 1
N 2.675 -1.918 0.061
C 1.726 -1.181 0.123
C 0.890 0.007 -0.179
C 1.415 1.297 0.132
N 1.871 2.331 0.105
C -0.512 -0.125 0.538
C -1.655 0.427 -0.173
N -1.620 -1.047 0.179
H 0.580 -0.067 -1.161
H -0.315 0.154 1.619
H -1.793 0.767 -1.159
H -2.394 0.879 0.588
H -0.868 -1.526 -0.671
*
```

Molecular formula: C22H48ClN8O5
Method: DFT, the ωB97M-V functional and the def2-TZVPD basis

## Properties
Orbital gap: 9.236 eV

ORCA input file:
```
! wB97M-V def2-TZVPD RIJCOSX def2/J DEFGRID3
* xyz 1 1
C 2.352 -3.932 2.691
O 2.055 -3.834 1.307
C 2.797 -2.848 0.620
C 2.441 -2.963 -0.852
C 2.895 -1.722 -1.664
C 1.784 -0.738 -2.057
N 1.406 0.252 -1.037
C 2.018 1.582 -1.041
C 2.767 2.083 0.209
C 3.781 3.129 -0.221
Cl 3.595 0.761 1.076
C 0.445 -0.028 -0.163
N 0.083 0.789 0.852
C -0.877 0.129 1.470
N -1.137 -1.028 0.889
N -0.315 -1.144 -0.189
H 2.880 -4.866 2.893
H 2.971 -3.097 3.031
H 1.417 -3.926 3.255
H 3.878 -2.991 0.756
H 2.553 -1.854 1.009
H 1.371 -3.115 -0.934
H 2.905 -3.873 -1.241
H 3.634 -1.179 -1.068
H 3.402 -2.006 -2.588
H 2.088 -0.184 -2.947
H 0.868 -1.267 -2.324
H 2.704 1.588 -1.889
H 1.235 2.319 -1.245
H 2.051 2.497 0.915
H 4.375 3.475 0.622
H 4.419 2.721 -1.004
H 3.243 3.984 -0.640
H -1.411 0.465 2.345
H -1.822 -1.734 1.104
H -0.385 -1.943 -0.841
C -5.560 -1.557 4.790
C -4.349 -2.343 4.358
O -3.646 -2.963 5.127
N -4.057 -2.344 3.015
C -4.754 -1.668 1.941
H -5.670 -1.668 5.864
H -5.462 -0.497 4.551
H -6.462 -1.926 4.301
H -3.266 -2.929 2.794
H -5.125 -2.381 1.203
H -4.101 -0.953 1.429
H -5.602 -1.110 2.325
C 5.651 4.693 -4.670
C 6.109 3.951 -3.437
O 5.486 2.994 -2.993
N 7.243 4.378 -2.833
C 8.104 5.480 -3.215
H 4.739 4.222 -5.023
H 5.452 5.742 -4.449
H 6.403 4.650 -5.458
H 7.501 3.836 -2.023
H 9.112 5.130 -3.440
H 8.167 6.223 -2.419
H 7.710 5.967 -4.101
C -2.092 -5.075 -2.636
C -1.093 -3.952 -2.719
O -0.813 -3.281 -1.719
N -0.508 -3.711 -3.901
C -0.716 -4.407 -5.160
H -2.455 -5.131 -1.615
H -2.933 -4.900 -3.308
H -1.633 -6.026 -2.904
H 0.158 -2.954 -3.895
H 0.212 -4.858 -5.509
H -1.082 -3.723 -5.924
H -1.449 -5.196 -5.029
C -7.580 3.449 2.747
C -7.115 2.675 3.960
O -7.689 1.670 4.340
N -6.031 3.156 4.631
C -5.249 4.339 4.340
H -8.448 2.938 2.343
H -7.857 4.470 3.012
H -6.802 3.498 1.983
H -5.790 2.616 5.447
H -4.201 4.090 4.161
H -5.291 5.055 5.163
H -5.636 4.827 3.452
*
```

Molecular formula: F2H12O6Pb
Method: DFT, the ωB97M-V functional and the def2-TZVPD basis

## Properties
Orbital gap: 8.036 eV

ORCA input file:
```
! wB97M-V def2-TZVPD RIJCOSX def2/J DEFGRID3
* xyz 0 1
Pb -0.490 -0.141 -0.211
F -0.957 -1.539 -2.129
F -2.764 0.199 0.089
O 1.875 1.066 -1.458
H 2.627 0.632 -1.873
H 2.263 1.678 -0.824
O 1.688 -1.566 0.144
H 1.858 -2.301 -0.458
H 1.960 -1.883 1.012
O -1.196 -2.484 0.488
H -1.062 -3.204 1.112
H -1.174 -2.890 -0.397
O -0.380 2.421 0.767
H -1.248 2.823 0.632
H -0.160 2.612 1.684
O 0.382 -0.174 2.502
H 0.245 0.701 2.877
H 0.391 -0.765 3.263
O -1.095 1.368 -2.166
H -0.878 2.283 -2.369
H -1.884 1.164 -2.683
*
```

Molecular formula: C4H7KO2
Method: DFT, the ωB97M-V functional and the def2-TZVPD basis

## Properties
Orbital gap: 5.410 eV

ORCA input file:
```
! wB97M-V def2-TZVPD RIJCOSX def2/J DEFGRID3
* xyz 0 1
C -0.718 -0.113 0.737
C 0.526 0.016 0.245
C 0.857 -0.523 -1.070
O 1.520 0.128 -1.895
K 3.732 -0.915 -4.216
H -1.421 -0.792 0.242
H 1.276 0.636 0.743
H 0.130 -1.274 -1.444
H 2.431 -2.247 -2.787
O -2.583 1.119 1.653
C -1.269 0.666 1.891
H -0.594 1.495 2.155
H -2.566 1.809 0.984
H -1.320 -0.005 2.763
*
```

Molecular formula: C38H46BrCuN2O3PSi2Te
Method: DFT, the ωB97M-V functional and the def2-TZVPD basis

## Properties
Orbital gap: 6.708 eV

ORCA input file:
```
! wB97M-V def2-TZVPD RIJCOSX def2/J DEFGRID3
* xyz -1 1
Cu -0.108 0.258 0.740
C 6.575 -0.713 -1.220
C 5.543 -0.246 -2.022
C 4.313 0.035 -1.465
C 4.086 -0.140 -0.099
C 5.113 -0.646 0.687
C 6.350 -0.919 0.131
P 2.363 0.222 0.453
C 2.518 0.031 2.265
C 2.667 1.095 3.147
C 2.773 0.858 4.507
C 2.724 -0.435 4.999
C 2.544 -1.497 4.127
C 2.429 -1.265 2.772
C 2.481 2.037 0.230
C 3.698 2.682 0.270
C 3.800 4.048 -0.015
C 2.692 4.760 -0.374
C 1.424 4.145 -0.380
C 0.267 4.889 -0.680
C -0.964 4.318 -0.518
C -1.080 2.981 -0.098
C 0.011 2.148 0.113
C 1.291 2.769 -0.026
H 7.555 -0.892 -1.644
H 5.708 -0.095 -3.080
H 3.514 0.431 -2.080
H 4.952 -0.795 1.746
H 7.153 -1.280 0.760
H 2.705 2.108 2.769
H 2.903 1.687 5.190
H 2.824 -0.626 6.058
H 2.500 -2.504 4.518
H 2.281 -2.084 2.084
H 4.596 2.139 0.532
H 4.764 4.536 0.046
H 2.766 5.812 -0.627
H 0.376 5.922 -0.994
H -1.858 4.902 -0.708
H -2.080 2.605 0.087
Br -0.244 3.253 7.506
C -0.388 1.603 6.558
C -0.049 0.420 7.196
N -0.113 -0.748 6.583
C -0.485 -0.776 5.313
C -0.853 0.356 4.595
C -0.803 1.585 5.241
C -1.202 0.327 3.115
O -2.025 1.131 2.695
O -0.541 -0.529 2.456
H 0.280 0.412 8.229
H -0.497 -1.748 4.842
H -1.085 2.479 4.704
C -3.534 0.177 -1.645
C -2.099 -0.222 -1.890
N -1.267 0.786 -2.217
O -1.727 -1.384 -1.871
H -3.913 0.747 -2.491
H -3.590 0.802 -0.755
H -4.141 -0.713 -1.495
H -1.487 1.725 -1.908
H -0.284 0.558 -2.164
C 3.560 -3.685 0.108
Si 2.225 -5.007 0.428
C 2.996 -6.353 1.561
C 1.896 -5.873 -1.248
C 0.662 -4.238 1.178
Te -0.192 -2.690 -0.141
C -2.206 -3.310 0.376
Si -2.896 -4.578 -0.852
C -1.778 -6.129 -0.898
C -4.628 -5.133 -0.243
C -3.050 -3.993 -2.663
H 4.334 -4.052 -0.561
H 4.052 -3.369 1.024
H 3.122 -2.802 -0.350
H 3.912 -6.733 1.117
H 2.326 -7.197 1.704
H 3.247 -5.965 2.543
H 2.813 -6.268 -1.678
H 1.476 -5.169 -1.962
H 1.207 -6.706 -1.149
H 0.856 -3.817 2.160
H -0.106 -4.999 1.300
H -2.800 -2.406 0.407
H -2.170 -3.714 1.384
H -1.801 -6.678 0.040
H -0.756 -5.818 -1.079
H -2.062 -6.816 -1.690
H -4.558 -5.693 0.684
H -5.110 -5.769 -0.980
H -5.277 -4.282 -0.061
H -2.144 -3.480 -2.964
H -3.878 -3.303 -2.802
H -3.205 -4.839 -3.330
*
```

Molecular formula: C19H29F6N3PPdSb
Method: DFT, the ωB97M-V functional and the def2-TZVPD basis

## Properties
Orbital gap (alpha / beta): 9.102 / 6.506 eV

ORCA input file:
```
! wB97M-V def2-TZVPD RIJCOSX def2/J DEFGRID3
* xyz 1 4
Pd -0.218 -0.192 -0.006
C 2.228 -1.152 1.304
N 1.966 -0.395 0.051
C 2.441 -1.105 -1.174
C 2.658 0.877 0.082
C 4.039 0.882 0.167
C 4.751 2.063 0.047
C 4.066 3.245 -0.220
C 2.692 3.257 -0.280
C 1.931 2.082 -0.054
N 0.572 1.963 0.006
C -0.341 2.985 0.075
C -0.086 4.352 0.332
C -1.087 5.297 0.282
C -2.392 4.921 -0.007
C -2.685 3.578 -0.162
C -1.690 2.617 -0.086
N -2.075 1.207 -0.094
C -2.898 1.029 1.131
C -2.804 0.945 -1.357
H 3.263 -1.497 1.343
H 1.577 -2.017 1.352
H 2.037 -0.487 2.147
H 3.466 -1.451 -1.040
H 2.406 -0.398 -2.003
H 1.808 -1.955 -1.385
H 4.568 -0.051 0.301
H 5.829 2.054 0.108
H 4.608 4.162 -0.397
H 2.228 4.182 -0.565
H 0.887 4.692 0.633
H -0.844 6.330 0.482
H -3.180 5.658 -0.062
H -3.711 3.278 -0.315
H -3.872 1.512 1.030
H -2.363 1.478 1.966
H -3.044 -0.021 1.351
H -3.789 1.418 -1.362
H -2.928 -0.120 -1.520
H -2.214 1.344 -2.181
F 0.237 -2.834 -0.463
P 0.871 -4.477 -0.278
F 2.338 -3.840 -0.374
F 0.864 -4.177 1.307
F -0.665 -4.965 -0.171
F 1.419 -5.942 -0.097
F 0.792 -4.568 -1.871
C -2.488 -3.301 -1.705
Sb -2.349 -2.366 0.179
C -4.421 -1.872 0.387
C -2.342 -3.739 1.783
H -3.139 -4.162 -1.560
H -1.514 -3.615 -2.054
H -2.952 -2.601 -2.398
H -4.938 -2.805 0.159
H -4.752 -1.107 -0.303
H -4.657 -1.582 1.406
H -3.117 -4.461 1.530
H -2.621 -3.194 2.683
H -1.381 -4.217 1.897
*
```

Molecular formula: C24H44BrN7P2SY
Method: DFT, the ωB97M-V functional and the def2-TZVPD basis

## Properties
Orbital gap: 7.162 eV

ORCA input file:
```
! wB97M-V def2-TZVPD RIJCOSX def2/J DEFGRID3
* xyz 3 1
Y -0.602 -0.508 -0.055
N 0.553 -2.701 -0.236
C -0.366 -3.708 -0.815
C -0.868 -3.197 -2.151
N -1.521 -1.864 -2.035
C -3.003 -1.914 -2.074
C -3.586 -1.950 -0.678
N -3.084 -0.765 0.071
H 0.941 -3.053 0.634
H 1.333 -2.565 -0.877
H 0.119 -4.675 -0.957
H -1.192 -3.861 -0.116
H -0.018 -3.093 -2.826
H -1.550 -3.924 -2.595
H -1.216 -1.330 -2.845
H -3.364 -1.022 -2.589
H -3.359 -2.774 -2.644
H -4.675 -1.967 -0.724
H -3.264 -2.856 -0.161
H -3.485 0.062 -0.370
H -3.473 -0.765 1.011
C -2.430 1.182 3.229
P -1.481 1.703 1.758
C -0.326 2.915 2.486
C -2.660 2.773 0.841
C -2.022 3.313 -0.446
P -1.522 1.986 -1.628
C -3.011 1.825 -2.683
C -0.379 2.868 -2.736
H -2.832 2.043 3.763
H -1.780 0.627 3.908
H -3.262 0.536 2.946
H -0.878 3.633 3.094
H 0.226 3.456 1.720
H 0.396 2.403 3.124
H -2.978 3.596 1.484
H -3.563 2.196 0.615
H -1.129 3.896 -0.207
H -2.706 3.994 -0.956
H -3.252 2.787 -3.136
H -3.881 1.501 -2.108
H -2.832 1.109 -3.486
H -0.808 3.822 -3.044
H -0.182 2.260 -3.617
H 0.573 3.045 -2.233
Br 6.018 3.380 -0.157
C 4.583 2.285 0.358
C 4.819 1.152 1.127
C 3.763 0.329 1.487
C 2.465 0.640 1.085
C 2.245 1.768 0.298
C 3.294 2.595 -0.055
N 1.343 -0.161 1.443
C 1.305 -0.675 2.609
C 0.181 -1.503 3.049
C 0.200 -2.054 4.319
C -0.869 -2.834 4.741
C -1.918 -3.030 3.861
C -1.859 -2.437 2.608
N -0.845 -1.681 2.185
H 5.826 0.915 1.445
H 3.962 -0.564 2.070
H 1.235 2.006 -0.025
H 3.121 3.480 -0.654
H 2.102 -0.498 3.332
H 1.047 -1.873 4.969
H -0.877 -3.277 5.728
H -2.775 -3.632 4.129
H -2.676 -2.600 1.914
C 5.195 -0.205 -2.342
N 3.777 -0.205 -1.990
C 2.805 -0.274 -2.886
N 3.127 -0.389 -4.171
S 1.127 -0.222 -2.493
H 5.778 -0.138 -1.429
H 5.444 0.652 -2.970
H 5.467 -1.130 -2.852
H 3.515 -0.017 -1.035
H 4.082 -0.397 -4.493
H 2.396 -0.443 -4.860
*
```